Formula: C3H18O6
Source: OMol25
Level of theory: ωB97M-V with the def2-TZVPD basis set

max |F|: 1.2 eV Å⁻¹
energy: -15686.19753 eV
lowest unoccupied orbital energy: 0.46 eV
energy above the lowest of the compared OMol25 structures with the same formula, charge and spin: 2.3815 eV
SMILES: CO.CO.CO.O.O.O

```
27
Properties=species:S:1:pos:R:3:forces:R:3:mulliken_charge:R:1
C 3.574003 -10.779865 -19.158907 0.195 1.050 -0.453 -0.5350
O 3.917689 -12.127660 -19.218758 0.195 -1.113 0.266 -0.4714
H 2.722701 -10.620285 -18.497157 0.013 0.304 -0.143 0.2820
H 4.424484 -10.174740 -18.844891 0.058 -0.081 0.487 0.2092
H 3.388446 -10.421136 -20.171318 -0.560 0.062 -0.053 0.2211
H 3.257544 -12.605764 -18.711583 0.204 -0.233 -0.113 0.3064
C 10.423680 -14.010445 -15.092838 -0.823 -0.756 0.081 -0.4992
O 11.388572 -13.002339 -14.947450 0.150 0.296 -0.358 -0.4872
H 10.012461 -14.087691 -16.099333 0.559 0.409 -0.292 0.1770
H 10.812644 -14.999621 -14.851283 0.103 -0.068 0.074 0.2651
H 9.533579 -13.837061 -14.488071 0.027 0.117 0.429 0.2619
H 11.903784 -13.186704 -14.158681 -0.024 0.044 -0.015 0.2917
C 6.142247 -16.435446 -19.149209 0.044 -0.888 0.400 -0.4157
O 6.243584 -17.882708 -19.165577 -0.222 0.711 -0.332 -0.5206
H 7.075353 -16.069419 -18.720907 -0.164 0.566 -0.207 0.1938
H 5.957438 -16.033989 -20.145594 0.350 -0.338 -0.066 0.2019
H 5.285815 -16.136605 -18.544793 0.044 0.114 0.236 0.2416
H 6.711986 -18.115232 -18.360512 -0.044 -0.144 -0.038 0.3000
O 11.421739 -11.687093 -18.507837 0.198 0.053 -0.182 -0.6446
H 11.526955 -11.727299 -17.557285 0.078 -0.057 0.342 0.3121
H 10.479169 -11.775915 -18.648932 -0.338 -0.054 -0.105 0.3169
O 7.699620 -12.489204 -19.604084 0.233 -0.007 0.250 -0.6243
H 7.801107 -12.254284 -20.526442 0.124 0.032 -0.404 0.3091
H 6.752809 -12.515694 -19.465953 -0.365 -0.016 0.096 0.3024
O 8.051000 -11.379832 -23.055266 -0.001 -0.137 0.279 -0.6180
H 7.507422 -10.597705 -22.960228 -0.130 0.228 0.043 0.3132
H 8.231419 -11.434106 -23.993747 0.098 -0.094 -0.220 0.3107
```
Forces are in eV/Å.

=====

Formula: C34H36Br2CeN8OP
Source: OMol25
Level of theory: ωB97M-V with the def2-TZVPD basis set

max |F|: 1.2 eV Å⁻¹
energy: -212091.95317 eV
lowest unoccupied orbital energy (alpha / beta): -10.37 / -10.37 eV
net charge: +3
energy above the lowest of the compared OMol25 structures with the same formula, charge and spin: 0.5464 eV

```
83
Properties=species:S:1:pos:R:3:forces:R:3:mulliken_charge:R:1
Ce -0.437898 -0.507046 0.584219 -0.519 -0.548 -0.748 0.0844
C 0.505923 -3.726353 -0.777139 -0.119 -0.026 0.100 -1.3923
C 1.402681 -2.709304 -1.472817 0.040 0.026 0.028 -0.4425
C 0.615491 -1.839541 -2.407162 -0.028 0.003 -0.007 0.2974
C 0.422432 -2.209819 -3.729946 0.095 0.062 -0.060 -0.7806
C -0.352832 -1.415716 -4.557216 -0.043 0.012 -0.033 -0.6756
C -0.917844 -0.253694 -4.041398 0.159 -0.064 -0.075 -1.3624
C -0.688854 0.044610 -2.720438 -0.039 0.071 0.103 -0.2621
N 0.044719 -0.734441 -1.897889 -0.190 -0.036 0.143 1.0563
N -0.353862 -3.129884 0.300064 -0.062 0.135 0.058 0.8390
C 0.102104 -3.657441 1.614314 -0.016 0.024 -0.033 -1.1905
C 1.423270 -3.038519 1.963855 -0.063 0.025 -0.136 0.7255
C 2.537679 -3.787103 2.279014 0.073 0.064 0.191 -1.0564
C 3.712569 -3.129831 2.627711 0.018 -0.031 -0.006 -0.4989
C 3.733128 -1.743276 2.638879 0.027 -0.003 0.012 -1.1183
C 2.586407 -1.064963 2.276853 -0.082 -0.080 0.045 -0.0080
N 1.448118 -1.689346 1.931649 -0.089 0.151 -0.086 0.0145
C -1.779083 -3.455466 0.065873 -0.024 0.029 0.115 -1.4901
C -2.704426 -2.830148 1.084160 -0.013 -0.021 -0.071 1.0421
C -4.000268 -3.296287 1.201829 -0.050 -0.002 0.125 -1.1237
C -4.866174 -2.660484 2.078123 -0.019 -0.009 0.005 -0.5210
C -4.403953 -1.584007 2.824794 -0.030 -0.029 0.026 -0.9258
C -3.097714 -1.180853 2.656484 0.125 -0.034 0.019 -0.3524
N -2.255030 -1.788070 1.801342 0.064 0.120 -0.102 0.4683
H 1.116280 -4.512734 -0.334440 0.032 0.000 -0.007 0.4425
H -0.140829 -4.209757 -1.509988 0.017 0.008 -0.032 0.6948
H 2.167753 -3.246799 -2.033660 -0.020 -0.019 -0.018 0.8208
H 1.938333 -2.102147 -0.734586 0.005 0.018 0.003 -0.2762
H 0.891577 -3.109925 -4.105567 -0.002 0.013 -0.009 0.6224
H -0.512215 -1.693382 -5.591354 0.003 -0.001 0.014 0.4904
H -1.522206 0.404334 -4.649578 0.016 -0.007 -0.003 0.5875
H -1.124624 0.935074 -2.286139 -0.033 -0.023 0.030 0.5114
H 0.166181 -4.747310 1.589314 0.027 -0.016 -0.029 0.5538
H -0.623154 -3.389258 2.379091 -0.013 -0.026 0.038 0.5219
H 2.482213 -4.867659 2.277977 0.013 0.009 0.004 0.5379
H 4.597733 -3.694229 2.892129 -0.014 0.005 -0.004 0.4861
H 4.619311 -1.194182 2.925126 0.001 -0.016 -0.004 0.5125
H 2.562416 0.016859 2.278613 -0.006 0.015 -0.005 0.5774
H -1.941061 -4.537716 0.055655 0.053 -0.033 -0.010 0.7059
H -2.047807 -3.080967 -0.926439 -0.007 0.004 -0.019 0.5028
H -4.325189 -4.145739 0.615091 -0.008 0.010 0.009 0.5569
H -5.887249 -3.004231 2.184003 0.021 0.004 -0.001 0.4896
H -5.039206 -1.071423 3.533453 -0.007 -0.014 -0.015 0.5186
H -2.699468 -0.350949 3.229618 0.022 0.011 -0.019 0.5387
Br -5.041112 -0.266636 -1.782235 0.013 -0.122 -0.041 -0.0954
C -4.282587 1.099895 -0.760877 -0.232 0.179 -0.207 -0.0620
C -5.005578 2.303373 -0.588559 0.117 -0.055 0.041 -0.3080
C -4.481613 3.326728 0.148038 0.134 -0.155 -0.008 -0.2320
Br -5.450054 4.908144 0.334169 -0.088 0.169 0.030 -0.1063
C -3.209533 3.174132 0.781986 -0.108 0.102 0.002 0.8152
C -2.616234 4.142412 1.610446 -0.003 0.062 0.034 -0.8311
C -1.413937 3.886349 2.230091 -0.036 0.011 -0.011 -1.3938
C -0.805813 2.653275 2.024041 -0.067 -0.122 0.060 -0.3432
N -1.322470 1.707534 1.243206 -0.161 -0.079 -0.330 0.5497
C -2.512557 1.963734 0.596994 0.135 0.133 0.391 0.7618
C -3.041467 0.939432 -0.211498 0.130 -0.562 -0.069 -0.7246
O -2.291033 -0.187743 -0.376705 0.734 0.719 0.677 0.2906
H -5.977621 2.407699 -1.050608 0.011 -0.028 -0.013 0.5186
H -3.125320 5.085028 1.767583 0.017 -0.004 -0.002 0.3787
H -0.951819 4.611764 2.884470 -0.007 0.000 -0.011 0.5372
H 0.122304 2.412634 2.530986 0.025 -0.006 -0.004 0.7062
C 3.092915 2.902358 -2.526875 -0.020 -0.005 0.049 -0.9874
N 3.850340 1.907696 -1.762682 -0.015 0.002 -0.010 0.1763
C 4.562965 2.581530 -0.675993 -0.055 -0.011 0.019 -0.9964
N 3.668053 3.347532 0.195144 0.067 0.021 -0.004 0.1573
C 2.920621 4.313184 -0.611097 0.017 0.011 0.002 -1.0028
N 2.169441 3.680280 -1.694837 0.022 0.022 -0.031 0.1817
C 1.063230 2.888520 -1.205053 0.092 -0.066 0.078 -1.1293
P 1.688194 1.488327 -0.130285 -0.017 -0.201 -0.020 2.0473
C 3.007089 0.830562 -1.282101 0.018 0.170 0.069 -1.1518
C 2.807801 2.506509 0.990510 -0.146 -0.032 -0.120 -1.4306
H 2.536956 2.406310 -3.324047 -0.010 -0.012 0.005 0.3837
H 3.800655 3.593094 -2.982910 0.014 0.007 0.000 0.3103
H 5.283819 3.270907 -1.113102 0.001 0.011 -0.011 0.3481
H 5.109349 1.846614 -0.083137 -0.001 -0.012 0.001 0.3959
H 3.631626 5.011554 -1.049921 0.014 0.006 -0.014 0.3347
H 2.241223 4.876923 0.029805 -0.020 -0.006 0.000 0.3954
H 0.501026 2.475065 -2.043319 0.017 0.008 -0.039 0.4411
H 0.383572 3.508507 -0.614935 -0.001 0.030 -0.004 0.4963
H 2.522370 0.334136 -2.124105 -0.005 -0.004 -0.034 0.4377
H 3.610806 0.090124 -0.750655 0.030 -0.002 -0.004 0.3992
H 3.407066 1.841160 1.613867 0.056 0.004 -0.012 0.5568
H 2.191953 3.120480 1.650724 0.013 0.033 0.003 0.4520
```
Forces are in eV/Å.

=====

Formula: C3H13N2O
Source: OMol25
Level of theory: ωB97M-V with the def2-TZVPD basis set

max |F|: 2.0 eV Å⁻¹
energy: -8343.32670 eV
lowest unoccupied orbital energy: -3.27 eV
net charge: +1
energy above the lowest of the compared OMol25 structures with the same formula, charge and spin: 0.6554 eV

```
19
Properties=species:S:1:pos:R:3:forces:R:3:mulliken_charge:R:1
N 0.934752 -0.431461 1.033617 -0.086 -0.006 0.428 -0.2294
C -0.148007 -0.774843 0.038383 0.116 0.064 -1.159 0.0804
C 0.461105 -0.603516 -1.361197 0.547 1.281 1.504 -1.4663
C -1.435365 -0.006979 0.351657 1.522 -0.335 0.654 -0.5896
N -2.456980 -0.342852 -0.591962 0.320 0.047 -0.001 -0.5076
H 0.637144 -0.254680 1.993668 -0.598 -0.069 -0.025 0.3622
H 1.418027 0.454358 0.741383 0.005 -0.482 -0.234 0.3351
H 1.542493 -1.244137 1.110837 0.496 0.284 -0.224 0.3918
H -0.330821 -1.848096 0.102527 -0.072 -0.040 0.544 0.3796
H 0.624792 0.434760 -1.653749 -0.335 0.164 0.206 0.3011
H -0.238332 -1.019376 -2.027830 -0.342 -0.781 -1.143 0.4486
H 1.465616 -1.019845 -1.340881 -0.129 -0.649 -0.517 0.4485
H -1.567247 -0.277880 1.416985 -0.797 0.231 -0.072 0.2916
H -1.179346 1.052887 0.318114 -0.293 0.182 -0.077 0.3242
H -2.574888 -1.343988 -0.669606 -0.327 0.014 0.079 0.2203
H -3.328700 0.110671 -0.371860 -0.202 -0.095 -0.069 0.2468
H 1.799239 2.732323 -0.331691 -0.289 -0.288 -0.217 0.3128
H 2.514505 2.369390 0.929975 0.005 -0.145 0.114 0.2862
O 1.862013 2.013264 0.311633 0.461 0.623 0.207 -0.6361
```
Forces are in eV/Å.

=====

Question: Among the records above, which one has the lowest energy above the lowest of the compared OMol25 structures with the same formula, charge and spin?
Answer: C34H36Br2CeN8OP